Entry from OMol25: a structure of composition IO6V3 in a non-equilibrium geometry (ωB97M-V with the def2-TZVPD basis set).

Properties
- E_LUMO (Ha) = -0.3667
- 2S+1 = 1
- charge = +2
- molecular weight (g mol⁻¹) = 375.7
- HOMO-LUMO gap (eV) = 6.04

Geometry as XYZ:
```
10
Properties=species:S:1:pos:R:3:forces:R:3:lowdin_charge:R:1
O -2.64386 0.82467 -2.71554 1.3 -4.4 -6.8 -0.189
V -2.75187 1.79638 -1.65705 -0.8 5.0 8.5 1.076
O -2.05828 3.18684 -1.85802 0.2 -0.9 -1.3 -0.230
O 3.84944 2.51147 1.65028 -0.5 -3.9 -4.8 -0.215
V 3.67222 1.38114 0.43559 1.6 5.3 -0.3 1.216
O 4.17740 1.94717 -1.02368 -1.6 -1.5 5.1 -0.209
O -2.13769 -3.54877 2.62916 1.2 -0.2 -2.7 -0.202
V -1.61027 -3.55582 1.13787 2.8 -1.9 1.9 1.151
O -0.34748 -4.57428 1.00011 -3.6 2.8 0.7 -0.225
I -0.14960 0.03120 0.40128 -0.6 -0.2 -0.3 -0.172
```
Positions in Å, forces in eV/Å.